{"formula": "C26H32FN5O9", "method": "ωB97M-V/def2-TZVPD", "species": ["C", "C", "C", "O", "C", "C", "N", "O", "C", "C", "O", "C", "C", "C", "C", "N", "C", "C", "F", "C", "O", "N", "O", "H", "H", "H", "H", "H", "H", "H", "H", "H", "H", "H", "H", "H", "H", "H", "H", "H", "H", "H", "H", "H", "H", "C", "C", "C", "C", "C", "C", "N", "O", "O", "H", "H", "H", "H", "H", "C", "C", "C", "C", "C", "C", "N", "O", "O", "H", "H", "H", "H", "H"], "xyz": [[4.968242, -1.139814, -1.573698], [4.204088, -2.319350, -2.415970], [2.710355, -2.545907, -1.772748], [1.780187, -1.943191, -2.714736], [0.464337, -2.534357, -2.642026], [0.108170, -2.643388, -1.052195], [-0.082022, -2.634088, 0.142710], [0.379461, -3.877711, -3.149218], [1.210742, -4.087580, -4.322536], [0.968000, -5.644672, -4.761984], [1.238322, -6.513116, -3.607370], [0.007134, -7.089056, -3.096465], [0.113482, -7.532593, -1.526391], [-0.530761, -1.477742, -3.408599], [0.447620, -0.684839, -4.443876], [1.160470, -0.012858, -5.166686], [-1.104963, -0.329689, -2.418840], [-2.501313, -0.692910, -1.713270], [-2.492509, 0.003580, -0.413216], [-1.641030, -2.186826, -4.329636], [-2.469700, -3.168565, -3.655303], [-2.468604, -4.350478, -4.356996], [-3.051713, -5.128599, -3.645098], [5.590192, -0.456555, -2.279021], [4.186924, -0.431790, -1.091308], [5.684413, -1.548276, -0.779627], [4.064188, -1.907800, -3.484113], [4.812447, -3.288248, -2.469904], [2.752702, -2.001748, -0.747354], [2.601263, -3.687779, -1.662798], [2.347074, -4.028866, -4.083933], [0.969955, -3.415398, -5.218979], [-0.101084, -5.800021, -5.169555], [1.715504, -5.875495, -5.607723], [-0.261755, -8.015355, -3.741544], [-0.846861, -6.320279, -3.137208], [1.184576, -7.446801, -1.117991], [-0.570014, -6.869173, -0.859001], [-0.315910, -8.605897, -1.402805], [-1.310328, 0.590641, -3.101572], [-0.286948, 0.037335, -1.679480], [-2.558762, -1.818901, -1.435789], [-3.435331, -0.341083, -2.276000], [-2.251690, -1.330550, -4.827583], [-1.066993, -2.688153, -5.207340], [-2.597206, 2.987435, 0.779566], [-1.280555, 2.550200, 0.894839], [-0.309534, 3.394470, 1.424764], [-0.670393, 4.676127, 1.841128], [-1.986281, 5.122224, 1.721021], [-2.949628, 4.271533, 1.187253], [0.342809, 5.559771, 2.422995], [1.491277, 5.141571, 2.495822], [-0.017434, 6.666568, 2.808279], [-3.353041, 2.323186, 0.370629], [-1.012211, 1.549041, 0.574063], [0.712761, 3.041080, 1.509090], [-2.275012, 6.119149, 2.037746], [-3.977212, 4.607708, 1.092158], [0.147804, 6.705118, 5.937847], [-0.780060, 5.667246, 5.951799], [-1.326383, 5.236542, 7.156959], [-0.938626, 5.856981, 8.344572], [-0.003969, 6.891926, 8.337594], [0.538927, 7.313813, 7.127587], [-1.529853, 5.424075, 9.613420], [-2.333284, 4.499634, 9.582813], [-1.190419, 6.013475, 10.631890], [0.567516, 7.041933, 4.994786], [-1.080083, 5.195463, 5.021156], [-2.048455, 4.426804, 7.153495], [0.307088, 7.376946, 9.257003], [1.264855, 8.120456, 7.110696]], "atomic_forces_ev_per_a": [[0.1, 0.3, -0.7], [-0.3, 1.4, 0.2], [3.1, -0.5, 0.0], [-1.6, -1.6, 1.2], [0.1, 0.3, 1.3], [-0.9, 0.2, 3.5], [1.0, -0.1, -6.4], [0.8, 2.0, -0.3], [1.0, -2.2, -1.0], [0.2, 0.7, 0.2], [-1.3, 0.8, -1.0], [-0.9, -0.5, 1.0], [-0.5, 0.1, -0.1], [1.2, 0.7, -0.4], [2.1, 2.4, -2.2], [-4.2, -3.9, 4.1], [-0.4, 1.0, -1.0], [0.9, -0.5, 1.4], [-0.2, -0.9, -2.1], [1.2, 1.0, -1.7], [1.3, 2.3, -0.8], [-1.9, -2.0, 3.0], [1.3, 0.8, -2.5], [-1.0, -1.3, 1.1], [1.3, -1.3, -0.7], [-1.2, 0.6, -1.0], [0.1, -0.9, 1.6], [-0.9, 1.4, 0.2], [-0.7, -1.0, -1.8], [-0.5, 1.8, -0.1], [-2.0, 0.2, -0.2], [0.2, -0.7, 1.4], [1.6, 0.2, 0.7], [-1.1, 0.3, 1.4], [0.3, 1.5, 1.0], [1.3, -1.2, -0.2], [-1.6, -0.3, -0.8], [1.3, -0.9, -1.3], [1.1, 1.8, -0.2], [0.4, -1.6, 1.1], [-1.6, -1.0, -1.1], [0.0, 2.0, -0.6], [1.5, -0.5, 0.8], [0.7, -1.6, 1.1], [-1.1, 0.6, 1.6], [0.0, 0.0, 0.0], [0.0, 0.2, 0.1], [0.0, 0.0, 0.0], [-0.6, -0.5, -0.3], [-0.1, 0.1, 0.0], [0.3, -0.1, 0.0], [0.6, 0.3, 0.2], [-0.8, 0.3, 0.0], [0.2, -0.6, -0.3], [0.1, 0.1, 0.1], [0.0, 0.2, 0.1], [-0.1, 0.2, 0.1], [0.2, -0.1, 0.0], [0.2, 0.0, 0.0], [0.1, 0.1, 0.0], [0.1, 0.2, 0.3], [-0.1, -0.1, 0.0], [0.3, 0.3, -0.7], [0.0, 0.1, 0.1], [-0.2, -0.3, 0.0], [-0.3, -0.2, 0.6], [0.5, 0.6, 0.0], [-0.2, -0.4, -0.6], [-0.1, -0.1, 0.1], [0.0, 0.0, 0.1], [0.1, 0.2, 0.2], [-0.2, -0.2, 0.0], [-0.1, -0.1, 0.0]], "orbital_gap_ha": 0.3347, "charge": 0, "smiles": "CCCO[C@](C#N)(OCCOCC)[C@](C#N)(CCF)CON=O.O=[N+]([O-])c1ccccc1.O=[N+]([O-])c1ccccc1", "e_homo_ev": -9.9, "e_lumo_ha": -0.0287, "e_tot_ha": -2060.22976}

---

{"formula": "C24H34F5IN12O5", "method": "ωB97M-V/def2-TZVPD", "species": ["C", "C", "I", "C", "C", "C", "N", "C", "C", "C", "C", "C", "F", "F", "C", "C", "C", "C", "C", "C", "F", "F", "F", "C", "C", "C", "N", "H", "H", "H", "H", "H", "H", "H", "H", "H", "H", "H", "H", "H", "H", "C", "O", "N", "N", "H", "H", "H", "H", "C", "O", "N", "N", "H", "H", "H", "H", "C", "O", "N", "N", "H", "H", "H", "H", "C", "O", "N", "N", "H", "H", "H", "H", "C", "O", "N", "N", "H", "H", "H", "H"], "xyz": [[7.431776, -2.966179, -2.373378], [5.954584, -2.837738, -2.694078], [5.697464, -1.768080, -4.543089], [5.248276, -4.170324, -2.739884], [3.749222, -4.044778, -2.805203], [2.992199, -5.042140, -3.472387], [1.699259, -5.031668, -3.574026], [1.089173, -3.962049, -2.981261], [-0.311952, -3.843559, -3.043742], [-0.958333, -2.777119, -2.471219], [-0.215577, -1.787794, -1.797654], [-0.916424, -0.614547, -1.141577], [-0.966121, -0.844805, 0.201962], [-2.200381, -0.553366, -1.565180], [-0.250848, 0.717779, -1.399762], [-0.259384, 1.202499, -2.709408], [0.348830, 2.414079, -3.021642], [0.977723, 3.133361, -2.005807], [0.996833, 2.640938, -0.705839], [1.710040, 3.406973, 0.366421], [2.868219, 2.801125, 0.700538], [0.981292, 3.466297, 1.489457], [1.998321, 4.648599, 0.019602], [0.373429, 1.433063, -0.390565], [1.150115, -1.888753, -1.714375], [1.820516, -2.977490, -2.303139], [3.182864, -3.033769, -2.218406], [7.857319, -1.972682, -2.263875], [7.550718, -3.464043, -1.414309], [7.985564, -3.469843, -3.158935], [5.501462, -2.204018, -1.946372], [5.472442, -4.657282, -1.788092], [5.621385, -4.787340, -3.550375], [3.523864, -5.867862, -3.925244], [-0.880433, -4.599497, -3.559277], [-2.029769, -2.678663, -2.512582], [-0.733845, 0.632841, -3.494604], [0.335041, 2.769389, -4.037466], [1.445442, 4.071189, -2.253235], [0.374685, 1.055082, 0.618625], [1.751851, -1.150607, -1.211030], [-2.575585, 3.900770, 3.325857], [-3.519103, 4.352703, 3.954232], [-1.346654, 3.710066, 3.908165], [-2.647920, 3.562631, 2.010094], [-0.550364, 3.352799, 3.414936], [-1.254702, 3.944471, 4.878382], [-3.524338, 3.699318, 1.533574], [-1.873037, 3.192614, 1.493686], [0.230246, 7.824148, 4.593490], [1.245486, 8.480511, 4.444635], [-0.605026, 7.996471, 5.665634], [-0.163449, 6.860312, 3.708898], [-1.448727, 7.472386, 5.800425], [-0.349929, 8.695983, 6.336052], [0.418376, 6.707899, 2.907305], [-0.993892, 6.307911, 3.821042], [-4.843860, 4.258356, -1.291005], [-4.107398, 4.549781, -0.362257], [-6.179267, 4.032929, -1.119651], [-4.386828, 4.139306, -2.572962], [-6.802351, 3.795036, -1.866936], [-6.543150, 4.120013, -0.189131], [-3.410269, 4.303997, -2.727897], [-4.972430, 3.905239, -3.351115], [-3.869328, -4.377796, 0.657491], [-4.348114, -5.466541, 0.919267], [-4.658749, -3.295614, 0.341245], [-2.528929, -4.132975, 0.654030], [-4.293585, -2.387844, 0.125816], [-5.650351, -3.438363, 0.337462], [-1.900944, -4.892675, 0.883755], [-2.138730, -3.236520, 0.432061], [-0.016940, -5.470487, 3.375947], [-0.549454, -5.600859, 2.287693], [-0.044368, -4.290524, 4.064179], [0.641285, -6.496040, 3.992359], [0.380464, -4.161580, 4.961930], [-0.533898, -3.524935, 3.640416], [0.668590, -7.375862, 3.512547], [1.080344, -6.414223, 4.888747]], "atomic_forces_ev_per_a": [[-0.1, 0.5, -0.1], [0.5, 0.0, 0.1], [-0.1, 0.0, 0.0], [-0.4, 0.3, 0.2], [0.2, 0.2, 0.1], [-0.1, -0.4, -0.2], [0.1, 0.3, 0.1], [-0.4, -0.1, 0.0], [-0.4, 0.3, 0.0], [0.3, -0.2, 0.0], [0.3, 0.1, 0.0], [0.8, 0.0, -0.2], [-0.2, -0.1, 0.5], [-0.6, 0.0, -0.1], [0.0, 0.2, -0.2], [0.2, 0.3, 0.1], [-0.1, -0.5, 0.7], [-0.1, -0.2, -0.2], [-0.2, 0.1, -0.5], [0.2, -0.7, -0.1], [0.1, 0.0, 0.0], [-0.4, 0.0, 0.5], [0.1, 0.6, -0.2], [0.0, 0.1, -0.3], [-0.2, -0.1, 0.0], [0.3, 0.2, 0.1], [-0.2, 0.0, 0.0], [0.1, 0.1, 0.0], [0.1, -0.3, 0.1], [0.1, -0.3, 0.0], [-0.3, 0.1, 0.0], [0.1, -0.3, 0.0], [0.1, -0.2, -0.1], [0.0, -0.1, -0.1], [0.0, -0.2, -0.1], [-0.1, -0.1, -0.1], [-0.1, -0.1, 0.0], [0.0, 0.2, -0.1], [0.1, 0.2, 0.1], [0.0, 0.0, 0.1], [0.1, 0.2, 0.1], [0.0, -0.1, -0.1], [0.0, 0.1, 0.0], [0.1, 0.0, 0.1], [-0.2, -0.1, 0.2], [0.0, 0.0, 0.0], [0.0, -0.1, 0.0], [0.1, 0.2, -0.2], [0.0, 0.0, 0.0], [-0.1, 0.0, 0.0], [0.0, 0.0, 0.0], [0.0, 0.0, 0.1], [0.0, 0.0, 0.0], [0.0, 0.0, -0.1], [0.0, 0.0, 0.0], [0.0, 0.0, 0.0], [0.0, 0.0, 0.0], [-0.1, 0.0, 0.0], [0.0, -0.1, 0.0], [0.0, 0.0, 0.0], [0.0, 0.0, 0.0], [0.0, 0.0, 0.0], [0.0, 0.0, 0.0], [0.0, 0.0, 0.0], [0.0, 0.0, 0.0], [0.0, 0.1, 0.0], [0.0, 0.0, 0.0], [0.0, 0.0, 0.0], [0.1, -0.2, -0.1], [0.0, 0.0, 0.0], [0.0, 0.0, 0.0], [-0.1, 0.2, 0.2], [0.0, 0.0, 0.0], [-0.1, 0.0, 0.1], [0.1, -0.1, -0.1], [0.0, 0.0, 0.0], [0.0, 0.0, 0.0], [0.0, 0.0, 0.0], [0.0, 0.0, 0.0], [0.0, 0.0, 0.0], [0.0, 0.0, 0.0]], "orbital_gap_ha": 0.3199, "charge": 0, "smiles": "C[C@@H](I)Cc1cnc2ccc(C(F)(F)c3cccc(C(F)(F)F)c3)cc2n1.NC(N)=O.NC(N)=O.NC(N)=O.NC(N)=O.NC(N)=O", "e_homo_ev": -9.3, "e_lumo_ha": -0.0232, "e_tot_ha": -2765.51244}

---

{"formula": "C2H3GdO2", "method": "ωB97M-V/def2-TZVPD", "species": ["O", "C", "Gd", "O", "C", "H", "H", "H"], "xyz": [[0.192855, 1.601142, -0.101931], [0.928448, 0.653347, -0.469578], [2.637979, 2.133675, 0.569334], [0.575992, -0.585036, -0.123516], [-0.824356, -0.886679, 0.004586], [-0.880224, -1.979478, 0.039560], [-1.251798, -0.469788, 0.923654], [-1.378895, -0.467181, -0.842110]], "atomic_forces_ev_per_a": [[3.1, 0.0, -1.4], [-4.3, -1.8, 3.9], [-0.8, 0.1, -0.4], [3.0, 2.0, -2.2], [-1.8, -0.5, 0.2], [0.1, 0.4, -0.2], [0.4, 0.1, 0.0], [0.2, -0.3, 0.1]], "orbital_gap_ha": [0.3199, 0.2471], "multiplicity": 8, "charge": 2, "de_lowest_ev": 1.571, "e_homo_ev": [-20.0, -19.2], "e_lumo_ha": [-0.4168, -0.4588], "e_tot_ha": -993.34522}

---

{"formula": "C28H31ClN6O6PdSTe", "method": "ωB97M-V/def2-TZVPD", "species": ["Pd", "S", "N", "C", "C", "C", "C", "C", "N", "C", "C", "N", "C", "C", "C", "C", "C", "N", "H", "H", "H", "H", "H", "H", "O", "C", "C", "C", "C", "C", "C", "N", "H", "H", "H", "H", "H", "H", "H", "H", "H", "H", "H", "Te", "C", "C", "C", "C", "C", "C", "H", "H", "H", "H", "H", "C", "N", "C", "C", "C", "O", "H", "H", "H", "H", "H", "H", "H", "H", "H", "O", "Cl", "O", "O", "O"], "xyz": [[0.134117, 0.156871, 0.329204], [-6.227673, -4.025815, -0.490039], [-4.983831, -4.236584, 0.505916], [-4.125167, -3.264686, 0.244652], [-2.844697, -3.069010, 0.902591], [-2.354223, -3.910836, 1.901703], [-1.113297, -3.655158, 2.437608], [-0.394679, -2.561398, 1.969884], [-0.857169, -1.744271, 1.029590], [-2.068930, -1.985650, 0.496380], [-2.537480, -1.063181, -0.529873], [-1.743030, -0.019124, -0.813863], [-2.117088, 0.866674, -1.726290], [-3.310124, 0.733970, -2.432001], [-4.131995, -0.336092, -2.163808], [-3.750525, -1.252916, -1.182832], [-4.558499, -2.391784, -0.781706], [-5.738607, -2.715320, -1.282876], [-2.957478, -4.748105, 2.229419], [-0.687752, -4.288632, 3.203364], [0.597262, -2.360143, 2.352258], [-1.440374, 1.686926, -1.906527], [-3.573495, 1.471856, -3.176598], [-5.069177, -0.482178, -2.686529], [0.684427, 1.019690, -1.813502], [1.445128, 0.997322, -2.807942], [1.514543, 2.168126, -3.752966], [1.075306, 1.857599, -5.212406], [0.980111, 0.371258, -5.564256], [2.323980, -0.355884, -5.541244], [3.101101, -0.132540, -4.237348], [2.221693, -0.046257, -3.068863], [2.545166, 2.531246, -3.738007], [0.897689, 2.953597, -3.324144], [1.771013, 2.342689, -5.898128], [0.100937, 2.314772, -5.382851], [0.547757, 0.273906, -6.560300], [0.283412, -0.121546, -4.878634], [2.946572, -0.005177, -6.367153], [2.156499, -1.422619, -5.699691], [3.691798, 0.781741, -4.294516], [3.799200, -0.946016, -4.057368], [2.212173, -0.802021, -2.399810], [1.026830, 0.460793, 3.203718], [2.218811, -0.900880, 4.184229], [2.371348, -0.729649, 5.563859], [3.194728, -1.597310, 6.259985], [3.838951, -2.630925, 5.590627], [3.681821, -2.794901, 4.215126], [2.876863, -1.927804, 3.500813], [1.861505, 0.069637, 6.089924], [3.333718, -1.463686, 7.324634], [4.476325, -3.309981, 6.141768], [4.197882, -3.593929, 3.699896], [2.801988, -2.023789, 2.424375], [-1.670637, 5.089754, 2.165833], [-1.683369, 3.622666, 2.231635], [-2.331542, 2.963991, 3.370305], [-1.063631, 2.874845, 1.332213], [-0.383134, 3.540681, 0.172355], [-1.082854, 1.615067, 1.472585], [-2.463041, 5.472939, 2.800708], [-1.855127, 5.436887, 1.152867], [-0.719740, 5.494419, 2.513540], [-2.809786, 3.718233, 3.985536], [-1.602485, 2.425500, 3.974311], [-3.078127, 2.252633, 3.023109], [0.327192, 4.291317, 0.521093], [-1.120157, 4.050373, -0.450805], [0.150273, 2.809421, -0.426815], [2.069368, 1.575744, 0.491534], [3.070816, 0.487160, 0.361518], [3.759202, 0.341203, 1.605066], [3.934830, 0.706519, -0.733859], [2.237095, -0.738551, 0.130332]], "atomic_forces_ev_per_a": [[-0.5, 0.0, -1.2], [-0.2, -0.1, 0.0], [0.0, 0.0, 0.0], [0.1, 0.1, 0.0], [-0.1, -0.1, 0.0], [-0.1, 0.0, 0.0], [0.0, 0.0, 0.0], [0.0, -0.1, -0.1], [0.2, 0.3, 0.3], [0.1, 0.1, 0.0], [0.1, 0.1, 0.0], [0.1, 0.1, 0.0], [-0.1, -0.1, 0.1], [0.0, 0.0, 0.0], [-0.1, 0.0, 0.0], [-0.2, -0.1, 0.0], [0.2, 0.1, 0.0], [0.0, 0.0, 0.0], [0.0, 0.0, 0.0], [0.0, 0.0, 0.0], [0.0, 0.0, 0.0], [0.1, 0.0, 0.0], [0.0, 0.0, 0.0], [0.0, 0.0, 0.0], [0.0, 0.1, -0.1], [0.0, -0.1, 0.0], [0.0, 0.0, -0.1], [0.0, -0.1, 0.1], [0.1, 0.1, 0.0], [0.0, 0.0, 0.1], [-0.1, 0.0, 0.0], [0.0, -0.1, -0.1], [0.0, 0.0, 0.0], [0.0, 0.0, 0.0], [0.0, 0.0, 0.0], [0.0, 0.0, 0.0], [0.0, 0.0, 0.0], [0.0, 0.0, 0.0], [0.0, 0.0, 0.0], [0.0, 0.0, 0.0], [0.0, 0.0, 0.0], [0.0, 0.0, 0.0], [0.0, 0.0, 0.0], [0.2, 0.1, 0.7], [-0.1, 0.1, -0.2], [0.0, 0.0, 0.1], [0.0, 0.0, 0.1], [0.0, 0.0, 0.0], [0.0, 0.0, 0.0], [0.2, -0.1, 0.0], [0.0, 0.0, 0.0], [0.0, 0.0, 0.0], [0.0, 0.0, 0.0], [0.0, 0.0, 0.0], [0.0, 0.0, 0.0], [0.0, 0.0, 0.0], [0.0, 0.0, 0.1], [0.0, 0.0, -0.1], [-0.1, 0.1, -0.1], [0.0, 0.0, 0.1], [0.2, -0.1, 0.1], [0.0, 0.0, 0.0], [0.0, 0.0, 0.0], [0.0, 0.0, 0.0], [0.0, 0.0, 0.0], [0.0, 0.0, 0.0], [0.0, 0.0, 0.0], [0.0, 0.0, 0.0], [0.0, 0.0, 0.0], [0.0, 0.0, 0.0], [0.2, -0.3, 0.2], [0.0, 0.1, 0.1], [-0.2, 0.0, -0.3], [-0.2, 0.0, 0.2], [0.2, 0.1, 0.1]], "orbital_gap_ha": [0.3086, 0.2090], "multiplicity": 5, "charge": 2, "de_lowest_ev": 1.261, "e_homo_ev": [-14.2, -14.2], "e_lumo_ha": [-0.2119, -0.3117], "e_tot_ha": -3119.05568}

---

Molar mass values (in g/mol) by entry order: 577.57; 792.51; 216.29; 849.13.